# 1
Computed, not measured: C42H63BClN8O5S4Sr as an isolated structure in a non-equilibrium geometry, with ωB97M-V with the def2-TZVPD basis set.

```
! wB97M-V def2-TZVPD RIJCOSX def2/J DEFGRID3
* xyz 1 1
Sr 0.58972 0.28215 0.64290
C 3.43762 2.34059 -2.97830
C 1.96525 2.13220 -3.08585
C 1.13327 3.09076 -3.56575
C -0.26404 2.85501 -3.60662
N -0.75451 1.71481 -3.23664
N 0.04991 0.73329 -2.79384
B -0.69857 -0.61278 -2.73512
N 0.00722 -1.63350 -3.67096
N 0.49544 -1.52479 -4.87820
C 1.18598 -2.55490 -5.32517
C 1.36247 -3.71303 -4.53160
C 0.86824 -3.79373 -3.25047
C 1.06019 -4.95546 -2.33374
C 0.18415 -2.64869 -2.83132
S -0.55063 -2.07180 -1.37203
C 1.78773 -2.37935 -6.70991
C 0.66167 -2.07206 -7.70622
C 2.76034 -1.19065 -6.64693
C 2.54070 -3.62608 -7.16957
N -2.17380 -0.42496 -3.00591
N -2.53626 -0.63749 -4.27934
C -3.77866 -0.47724 -4.61397
C -4.75056 -0.10051 -3.64512
C -4.39074 0.12770 -2.35656
C -5.37143 0.51962 -1.30370
C -2.99813 -0.00727 -2.01690
S -2.42763 0.33344 -0.47200
C -4.16288 -0.71337 -6.06417
C -2.93379 -1.06149 -6.90237
C -4.80896 0.56245 -6.62116
C -5.16778 -1.87197 -6.12778
C 1.39430 0.88276 -2.65042
S 2.37293 -0.31647 -1.98015
C -1.27177 3.85340 -4.16276
C -2.52136 3.87527 -3.27709
C -0.68617 5.26433 -4.22782
C -1.64897 3.38054 -5.57502
H 3.72104 3.30338 -3.40078
H 3.97643 1.54214 -3.48885
H 3.74579 2.29797 -1.93189
H 1.53445 4.03784 -3.89870
H 1.92035 -4.54702 -4.93492
H 1.43374 -5.82322 -2.87314
H 0.12160 -5.21686 -1.84360
H 1.77846 -4.70134 -1.55094
H 0.10052 -1.19221 -7.39502
H -0.02977 -2.91350 -7.78713
H 1.08556 -1.88455 -8.69385
H 2.23409 -0.27875 -6.36487
H 3.22128 -1.03885 -7.62413
H 3.55239 -1.37160 -5.91708
H 1.88518 -4.49754 -7.23136
H 3.38145 -3.86092 -6.51311
H 2.94507 -3.44973 -8.16614
H -5.78649 0.00265 -3.94244
H -6.38943 0.46887 -1.68638
H -5.16838 1.53411 -0.95710
H -5.27120 -0.12857 -0.43261
H -2.19919 -0.25556 -6.87545
H -3.23446 -1.22481 -7.93847
H -2.44838 -1.96548 -6.53384
H -4.12224 1.40883 -6.55825
H -5.72397 0.82405 -6.08695
H -5.06919 0.41294 -7.67004
H -4.73366 -2.78581 -5.71815
H -5.44641 -2.06185 -7.16536
H -6.08184 -1.64922 -5.57456
H -2.27051 4.24776 -2.28166
H -2.95060 2.87833 -3.17726
H -3.26990 4.54032 -3.71151
H -0.31751 5.58769 -3.25157
H -1.46333 5.96309 -4.53862
H 0.12585 5.33891 -4.95335
H -2.07621 2.37654 -5.53350
H -0.77379 3.35342 -6.22811
H -2.38229 4.05875 -6.01577
O 0.44678 2.62452 -0.34043
H -0.39625 3.09091 -0.15323
H 1.10713 3.10395 0.17966
O 1.99475 -1.80061 1.13850
H 1.34586 -2.38925 1.54636
H 2.46499 -2.31561 0.47563
Cl -3.65873 -0.43112 3.29783
C -2.05855 -0.04822 3.98129
C -1.06387 0.08647 2.82944
O -0.82470 1.24017 2.38955
O -0.54333 -0.95910 2.37100
H -1.77551 -0.86352 4.64021
H -2.14979 0.88742 4.52344
C 2.54196 3.29759 6.17145
N 2.88441 2.30886 5.16396
N 2.59712 2.57925 3.83631
C 2.38175 1.40986 3.15268
O 2.22083 1.39279 1.91556
C 2.43138 0.37654 4.13724
C 2.71313 0.96566 5.33435
C 2.80504 0.35933 6.68842
C 2.74583 3.85545 3.24057
C 1.66912 4.36140 2.52306
C 1.78939 5.58845 1.89043
C 2.97017 6.31246 1.99807
C 4.03448 5.80475 2.72857
C 3.93345 4.56492 3.34406
H 2.76225 4.28952 5.78733
H 3.15689 3.12738 7.05154
H 1.48445 3.24615 6.44403
H 2.30620 -0.67403 3.94082
H 2.74490 -0.72288 6.61040
H 1.98723 0.70299 7.32496
H 3.74502 0.62213 7.17449
H 0.75521 3.78088 2.47686
H 0.95675 5.98954 1.32486
H 3.05911 7.27603 1.51431
H 4.95346 6.36965 2.80985
H 4.76627 4.14540 3.89431
C -1.95693 4.44161 2.40428
S -2.08867 4.52945 0.60427
C -3.63257 3.61701 0.41460
H -2.89147 4.77766 2.85131
H -1.16511 5.11917 2.71883
H -1.72921 3.42199 2.71639
H -3.56069 2.65397 0.91761
H -3.78492 3.44403 -0.64839
H -4.46032 4.20239 0.81209
*
```

Output
ΔE to the lowest compared entry with this formula, charge and spin = 0.173 eV
Max |F| = 0.026 Eh/bohr
Electronic energy = -124113.818 eV
Orbital gap = 0.281 Eh
LUMO level = -2.48 eV

Results of the Mulliken charge analysis, in e, for atoms 1 through 99: 1.75, -1.96, -0.76, -0.69, -0.40, 0.15, 0.85, -1.51, 0.78, -0.63, -0.49, -0.14, 0.10, -1.57, 0.75, -0.16, 2.41, -1.61, -1.59, -2.30, 0.39, -0.48, 0.15, -0.60, 0.08, -1.58, 0.46, 0.25, 2.30, -2.10, -1.50, -1.82, 2.00, -0.31, 2.36, -1.32, -2.26, -1.62, 0.45, 0.33, 0.30, 0.45, 0.62, 0.41, 0.38, 0.27, 0.29, 0.37, 0.45, 0.29, 0.43, 0.38, 0.46, 0.45, 0.41, 0.45, 0.44, 0.12, 0.36, 0.24, 0.54, 0.33, 0.17, 0.38, 0.47, 0.39, 0.48, 0.32, 0.19, -0.02, 0.46, 0.42, 0.46, 0.39, 0.07, 0.41, 0.49, 0.55, -0.26, -0.08, -0.41, 0.29, 0.19, -0.19, -0.79, 0.80, -0.59, -0.72, 0.41, 0.30, -1.10, -0.11, 0.79, 0.72, -1.14, -1.09, 0.67, -1.61, -0.71



# 2
Computed, not measured: a 12-piece molecular cluster, C42H63BF3O24S4 overall in a non-equilibrium geometry, with ωB97M-V with the def2-TZVPD basis set.

```
! wB97M-V def2-TZVPD RIJCOSX def2/J DEFGRID3
* xyz -1 1
O -1.65788 3.31562 0.30611
C -1.47359 2.14115 0.43496
O -0.52119 1.56563 1.14305
B -0.66245 0.10497 1.08988
O -1.86042 -0.12610 0.29701
C -2.32518 1.00188 -0.21080
O -3.24021 1.15097 -0.96437
O -0.79187 -0.47893 2.44502
C 0.18983 -1.32536 2.67450
O 0.38002 -2.00023 3.64007
C 1.05741 -1.38412 1.38993
O 0.54730 -0.53795 0.51306
O 1.97864 -2.13371 1.21799
F -0.21487 -4.53425 -3.03738
C -0.72079 -4.73985 -1.80475
C -1.22953 -5.98471 -1.48572
C -1.73055 -6.21666 -0.21665
C -1.73887 -5.17451 0.69984
C -1.20707 -3.93279 0.38005
C -0.66917 -3.71827 -0.88430
H -1.11820 -6.74250 -2.25355
H -2.00964 -7.22479 0.05394
H -1.93498 -5.39220 1.74528
H -1.18001 -3.14574 1.12144
H -0.18467 -2.77258 -1.10171
F 4.92554 -8.01433 -1.68684
C 4.31696 -7.20347 -0.79286
C 4.82844 -7.10694 0.48433
C 4.15586 -6.32023 1.41409
C 3.05166 -5.57935 1.02168
C 2.57630 -5.66740 -0.28245
C 3.20049 -6.49601 -1.20113
H 5.65559 -7.73589 0.79008
H 4.54827 -6.20982 2.41662
H 2.66135 -4.80386 1.66950
H 1.78569 -4.98969 -0.57438
H 2.89450 -6.67407 -2.22587
F 0.38421 2.59829 -4.53278
C 0.50715 1.28565 -4.27009
C 1.37927 0.51947 -5.01017
C 1.62243 -0.80553 -4.64067
C 0.80799 -1.38023 -3.68147
C -0.19201 -0.64944 -3.03618
C -0.30059 0.70537 -3.30598
H 2.03619 0.98026 -5.73981
H 2.40667 -1.39006 -5.10108
H 0.96185 -2.37480 -3.27542
H -0.87516 -1.03374 -2.29043
H -1.01798 1.37054 -2.83483
C -0.30590 0.64896 6.11297
S 1.10020 1.35434 6.98401
O 1.11372 2.78415 6.58863
C 0.33477 1.28058 8.60259
H -1.14966 1.32616 6.24987
H -0.59460 -0.33798 6.47996
H -0.06851 0.54249 5.05744
H -0.55023 1.90713 8.70752
H 1.03633 1.52829 9.40045
H 0.04967 0.24369 8.81663
C 2.43698 1.34978 3.70279
S 2.80631 2.04696 2.08715
O 3.41972 3.35007 2.38913
C 4.08545 0.83458 1.71973
H 3.32389 1.12368 4.29743
H 1.87064 0.41715 3.62309
H 1.83828 2.07469 4.25473
H 4.79236 0.85601 2.54935
H 4.58034 1.10528 0.78574
H 3.64163 -0.15271 1.59899
C 1.38436 5.37563 -1.61165
S 2.87729 4.46284 -1.16405
O 3.25531 4.88559 0.19609
C 2.04709 2.87187 -1.12597
H 1.54339 6.42525 -1.36522
H 0.55914 4.98747 -1.01553
H 1.14250 5.36852 -2.67318
H 1.73954 2.51472 -2.11031
H 1.25905 2.83812 -0.37007
H 2.72285 2.06152 -0.84791
C 5.73454 -0.48569 -3.56323
S 5.14772 0.25497 -2.02142
O 4.44762 1.51688 -2.39081
C 3.79030 -0.90765 -1.73779
H 4.89483 -0.89666 -4.11814
H 6.52032 -1.20554 -3.33579
H 6.19216 0.32307 -4.13218
H 4.17663 -1.91986 -1.61703
H 3.17107 -0.83024 -2.63037
H 3.22437 -0.55287 -0.88022
C -8.24761 6.76187 -1.77502
O -7.07597 5.96684 -1.84828
C -6.44536 5.70934 -0.68924
O -6.73782 6.14922 0.38617
O -5.46290 4.86436 -0.95647
C -4.59366 4.53844 0.14894
H -8.21040 7.58909 -2.47757
H -8.45179 7.08748 -0.75756
H -9.10412 6.13698 -2.05405
H -4.12961 3.61181 -0.15933
H -5.15975 4.39403 1.06979
H -3.90267 5.35588 0.34235
C 4.96943 -2.54838 2.13244
O 4.17455 -3.25701 3.06666
C 3.75883 -2.63259 4.15311
O 3.91625 -1.46958 4.41921
O 3.09814 -3.50354 4.91244
C 2.64361 -3.01238 6.16228
H 4.32246 -2.22973 1.31671
H 5.65155 -3.27510 1.68844
H 5.52713 -1.71532 2.54940
H 3.48929 -2.72729 6.78928
H 2.12487 -3.84338 6.63284
H 1.96218 -2.17439 6.02898
C -4.19600 -2.22140 -0.81559
O -5.57900 -2.41735 -1.07873
C -5.87704 -3.34743 -1.97412
O -5.11201 -4.03151 -2.59775
O -7.19572 -3.41110 -2.10109
C -7.72095 -4.34312 -3.04960
H -3.97527 -1.19190 -0.55611
H -3.53537 -2.49898 -1.63085
H -3.94334 -2.77871 0.08948
H -8.79590 -4.28751 -2.94603
H -7.38053 -5.34465 -2.78071
H -7.31448 -4.08319 -4.02412
C -2.58838 8.72045 -3.96338
O -2.88756 7.32683 -4.12904
C -2.08236 6.49547 -3.45493
O -1.06518 6.82560 -2.89813
O -2.60496 5.28718 -3.53408
C -2.18472 4.27595 -2.60984
H -2.97576 9.22455 -4.84255
H -1.51114 8.86038 -3.91237
H -3.04444 9.06590 -3.03772
H -3.02149 3.62966 -2.37332
H -1.69287 4.67374 -1.72879
H -1.42637 3.68354 -3.13235
*
```

Output
ΔE to the lowest compared entry with this formula, charge and spin = 0.000 eV
Max |F| = 0.028 Eh/bohr
Electronic energy = -145890.707 eV
Orbital gap = 0.281 Eh
LUMO level = 1.94 eV

Results of the Mulliken charge analysis, in e, for atoms 1 through 99: -0.59, 0.41, -1.22, 1.62, -0.53, 0.55, -0.67, -0.47, 0.24, -0.69, 0.48, 0.60, -0.48, -0.36, 0.28, -0.54, -0.64, -0.88, -0.75, 1.01, 0.49, 0.45, 0.42, 0.58, -0.07, -0.34, 0.52, -0.54, -0.56, -0.80, 0.03, -0.68, 0.41, 0.43, 0.58, 0.49, 0.45, -0.34, 0.06, -0.60, -0.51, -0.43, -0.36, 0.21, 0.35, 0.51, 0.34, 0.59, 0.18, -0.55, 0.66, -0.65, -1.04, 0.52, 0.38, -0.29, 0.31, 0.35, 0.34, -1.09, 0.91, -0.72, -0.69, 0.37, 0.01, 0.44, 0.60, 0.41, -0.44, -0.73, 0.33, -0.59, 0.13, 0.47, -0.01, 0.32, 0.25, 0.22, -0.40, -0.83, 0.42, -0.54, 0.62, 0.10, 0.37, 0.38, 0.63, -0.67, -0.51, -0.67, -0.32, 0.74, -0.57, -0.24, -0.51, 0.22, 0.35, 0.24, -0.10